# 1
Computed, not measured: a 17-piece molecular cluster, C36H105Br2IN3O20S2 overall, with ωB97M-V/def2-TZVPD.

The geometry in XYZ format:
```
169
Properties=species:S:1:pos:R:3:forces:R:3
C 0.909 4.692 -0.802 0.1 -0.4 0.4
C -0.198 4.237 0.162 0.2 0.5 -0.5
S 0.521 3.278 1.516 0.2 -0.2 0.0
C -0.452 1.749 1.763 0.2 0.3 0.2
C -1.265 1.190 0.604 0.0 0.5 0.1
C -2.615 0.674 1.112 -0.4 -0.2 0.1
Br -3.708 2.250 1.587 0.0 0.3 0.2
C -2.583 -0.198 2.412 -0.2 -0.3 -0.2
N -3.466 -1.331 2.456 -0.1 0.2 0.2
O -3.299 -0.013 0.098 0.3 -0.3 0.2
C -2.962 0.297 -1.202 -0.2 0.2 0.1
Br -3.544 2.096 -1.736 0.0 0.0 -0.5
C -1.516 -0.065 -1.534 -0.2 0.4 -0.2
C -1.159 0.268 -2.988 0.6 0.0 0.0
I -0.328 2.194 -3.474 -0.5 0.3 -0.5
C -0.363 -0.787 -3.762 -0.5 0.0 -0.7
C -0.860 -2.213 -3.535 0.8 0.1 0.1
N -0.569 0.213 -0.354 0.1 -0.3 0.4
C -0.292 -1.168 0.227 -0.1 -0.2 0.1
C 0.729 -1.386 1.313 0.4 -0.4 0.2
C 1.010 -2.907 1.385 0.1 0.2 -0.2
C 2.446 -3.299 1.057 0.2 0.0 0.2
C 2.912 -4.516 1.847 -0.1 -0.3 -0.2
N 1.858 -5.522 1.938 0.0 0.4 0.0
C 0.746 0.840 -0.720 0.4 0.0 0.2
C 1.635 0.063 -1.675 0.4 0.1 0.1
C 3.087 -0.085 -1.192 0.0 0.0 -0.4
C 4.048 0.444 -2.255 0.0 0.2 0.6
S 5.689 -0.120 -1.963 0.1 -0.6 -0.5
O 5.721 -1.528 -2.150 -0.3 -0.8 0.1
O 6.633 0.677 -2.648 0.3 1.0 -0.3
O 5.889 0.151 -0.422 0.0 0.3 0.5
H 0.765 5.721 -1.100 -0.1 0.2 -0.2
H 0.961 4.045 -1.669 0.0 0.0 -0.2
H 1.877 4.618 -0.318 0.2 0.2 0.1
H -0.971 3.729 -0.406 -0.2 -0.2 0.1
H -0.665 5.122 0.572 -0.3 0.1 0.3
H -1.129 1.956 2.578 -0.3 0.0 0.1
H 0.269 1.061 2.179 0.2 -0.3 -0.1
H -1.483 2.042 -0.027 -0.1 -0.1 -0.3
H -1.583 -0.564 2.598 0.4 0.0 -0.1
H -2.838 0.446 3.240 0.1 0.2 0.2
H -3.177 -2.090 1.861 -0.2 -0.1 -0.1
H -4.423 -1.077 2.256 -0.1 -0.1 -0.2
H -3.574 -0.340 -1.822 -0.2 -0.1 -0.2
H -1.622 -1.142 -1.558 0.3 -0.3 0.1
H -2.105 0.289 -3.512 -0.4 0.2 0.1
H 0.706 -0.696 -3.658 -0.1 -0.1 0.0
H -0.539 -0.536 -4.804 -0.1 0.1 -0.2
H -0.755 -2.757 -4.459 -0.2 -0.3 -0.3
H -1.886 -2.289 -3.195 -0.3 0.0 -0.1
H -0.210 -2.720 -2.824 -0.1 -0.2 0.3
H -1.244 -1.585 0.524 -0.3 0.1 0.1
H 0.024 -1.777 -0.611 0.1 0.1 -0.3
H 1.673 -0.897 1.118 0.1 0.3 -0.2
H 0.412 -1.074 2.299 -0.2 0.3 0.1
H 0.346 -3.438 0.707 -0.2 -0.1 0.0
H 0.772 -3.277 2.365 -0.1 -0.1 0.4
H 2.571 -3.493 -0.007 -0.1 0.0 -0.3
H 3.124 -2.485 1.309 0.1 0.2 0.0
H 3.819 -4.901 1.381 0.3 0.0 0.0
H 3.189 -4.202 2.849 -0.1 0.0 0.3
H 1.589 -5.819 1.010 0.0 -0.3 0.0
H 2.197 -6.343 2.418 0.0 -0.2 -0.1
H 0.540 1.842 -1.064 -0.1 0.0 -0.2
H 1.297 1.001 0.193 -0.2 -0.2 0.5
H 1.662 0.607 -2.612 0.0 0.1 -0.1
H 1.250 -0.917 -1.922 -0.1 -0.1 0.2
H 3.265 0.472 -0.278 0.0 0.0 0.3
H 3.314 -1.133 -1.027 0.0 -0.2 0.2
H 4.083 1.528 -2.230 0.0 0.2 -0.1
H 3.765 0.119 -3.247 0.1 -0.1 -0.2
H 5.564 -0.628 0.047 0.0 -0.1 0.2
C -2.349 -5.961 -4.286 -0.1 0.1 0.0
O -3.010 -4.716 -4.062 0.1 0.0 0.0
H -1.282 -5.756 -4.310 0.0 0.0 0.0
H -2.553 -6.673 -3.484 0.0 0.0 0.0
H -2.643 -6.402 -5.241 0.0 0.0 0.0
H -3.956 -4.885 -4.043 0.0 0.0 0.0
C -1.794 7.019 3.371 0.0 -0.1 0.0
O -1.880 5.622 3.635 0.0 0.1 -0.1
H -2.573 7.503 3.953 0.0 0.0 0.0
H -0.826 7.425 3.674 0.0 0.0 0.0
H -1.962 7.239 2.312 0.0 0.0 0.0
H -1.193 5.182 3.126 0.1 -0.1 0.0
C 2.793 2.049 -6.085 0.2 -0.1 0.0
O 3.234 1.652 -4.775 -0.3 0.1 -0.2
H 1.715 2.186 -6.047 0.0 0.0 0.1
H 3.264 2.987 -6.374 -0.1 0.0 -0.1
H 3.025 1.276 -6.820 -0.1 0.0 0.0
H 4.188 1.538 -4.825 0.1 0.1 0.0
C -5.061 5.997 -2.111 0.0 -0.2 0.1
O -4.426 5.347 -1.005 0.0 0.1 -0.1
H -5.119 7.056 -1.877 0.0 0.0 0.0
H -4.481 5.874 -3.029 0.0 0.0 0.0
H -6.072 5.610 -2.261 0.0 0.1 -0.1
H -4.382 4.409 -1.207 0.0 0.1 0.2
C -6.927 -2.449 4.316 0.2 0.0 -0.1
O -5.548 -2.827 4.178 -0.2 0.1 0.2
H -7.489 -3.359 4.496 0.0 0.0 0.0
H -7.077 -1.766 5.155 0.0 0.0 0.0
H -7.296 -1.979 3.402 0.0 0.0 0.0
H -5.022 -2.038 4.006 0.1 -0.1 -0.1
C -3.790 -1.259 7.251 -0.4 -0.2 -0.2
O -5.143 -1.354 6.808 -0.1 0.2 -0.1
H -3.801 -0.633 8.140 0.0 0.0 0.0
H -3.393 -2.240 7.514 0.1 0.0 0.0
H -3.137 -0.802 6.502 0.0 0.0 0.0
H -5.223 -1.938 6.040 0.4 -0.1 0.3
C -2.131 -5.632 6.755 -0.3 0.0 -0.1
O -3.462 -5.864 6.313 0.1 0.0 0.0
H -1.766 -6.560 7.187 0.0 0.0 0.0
H -1.482 -5.362 5.913 0.1 0.0 0.1
H -2.093 -4.845 7.509 0.1 0.0 0.0
H -3.803 -5.052 5.925 0.0 0.0 0.0
C 0.254 -2.440 7.147 -0.1 -0.1 0.0
O -1.044 -2.582 6.577 0.2 0.2 -0.1
H 0.146 -1.826 8.037 0.0 0.0 0.0
H 0.675 -3.407 7.432 0.0 0.0 0.0
H 0.948 -1.943 6.465 0.0 0.0 0.0
H -0.972 -3.139 5.797 0.0 0.0 0.1
C 8.722 0.831 1.178 0.4 -0.1 0.2
O 9.335 0.643 2.448 -0.2 0.0 -0.1
H 7.657 0.957 1.344 0.0 0.0 0.0
H 9.112 1.722 0.681 -0.1 0.0 -0.1
H 8.888 -0.041 0.536 -0.1 0.1 -0.1
H 10.280 0.535 2.314 0.0 0.0 0.0
C 6.086 4.466 -3.408 0.0 -0.2 0.1
O 6.691 4.043 -2.193 -0.2 0.0 0.0
H 5.999 5.549 -3.366 0.0 0.0 0.0
H 6.694 4.198 -4.276 0.0 0.0 0.0
H 5.084 4.039 -3.534 0.0 0.0 0.0
H 6.776 3.087 -2.229 0.1 -0.1 0.0
C 3.357 6.555 -5.342 0.0 -0.1 0.0
O 3.413 5.131 -5.430 0.0 0.2 0.0
H 3.862 6.949 -6.219 0.0 0.0 0.0
H 2.325 6.914 -5.339 0.0 0.0 0.0
H 3.868 6.920 -4.448 0.0 0.0 0.0
H 2.972 4.769 -4.657 0.0 -0.1 0.0
C -0.454 -3.735 -7.821 0.1 0.0 0.1
O 0.236 -3.148 -6.715 -0.1 0.0 0.0
H -1.413 -3.233 -7.903 0.0 0.0 0.0
H 0.099 -3.595 -8.752 0.0 0.0 0.0
H -0.625 -4.802 -7.662 0.0 0.0 0.0
H 1.089 -3.585 -6.638 0.0 0.0 0.0
C 1.395 -9.640 1.698 0.1 0.1 -0.1
O 1.933 -8.527 0.982 -0.1 -0.1 0.1
H 0.751 -9.239 2.476 0.0 0.0 0.0
H 0.800 -10.283 1.046 0.0 0.0 0.0
H 2.185 -10.233 2.164 0.0 0.0 0.0
H 2.505 -8.870 0.290 0.0 0.0 0.0
C -7.873 4.052 -0.237 0.2 -0.1 -0.1
O -7.618 3.491 -1.529 -0.1 0.1 0.1
H -8.924 4.322 -0.193 0.0 0.0 -0.1
H -7.661 3.320 0.547 -0.1 0.1 0.1
H -7.267 4.945 -0.068 0.0 0.0 0.1
H -6.691 3.241 -1.546 0.0 -0.1 0.0
C -7.615 8.047 0.011 0.3 -0.1 0.1
O -6.928 7.556 1.158 -0.1 0.0 0.0
H -8.667 8.132 0.269 0.0 0.0 0.0
H -7.239 9.031 -0.280 -0.1 0.0 -0.1
H -7.508 7.352 -0.827 -0.1 0.1 -0.1
H -5.996 7.472 0.939 0.0 0.0 0.0
C 8.805 -3.149 1.292 -0.1 0.1 -0.1
O 7.385 -3.239 1.161 0.1 0.0 0.1
H 9.161 -4.089 1.704 -0.1 0.0 0.0
H 9.270 -2.998 0.315 0.1 0.0 0.0
H 9.084 -2.335 1.965 0.1 0.0 0.0
H 7.096 -2.410 0.776 0.0 0.0 -0.1
```
Positions in Å, forces in eV/Å.

LUMO energy: -2.5 eV
F_max: 0.022 Eh/bohr
HOMO-LUMO gap: 0.324 Ha
Charge: +1

These are the Mulliken partial charges, in e, on atoms 1 to 6: C -1.14; C 0.27; S -0.42; C -0.57; C -0.04; C 0.35

***

# 2
Computed, not measured: a 12-piece molecular cluster, C36H105N9O12 overall, with ωB97M-V/def2-TZVPD.

The geometry in XYZ format:
```
162
Properties=species:S:1:pos:R:3:forces:R:3
C 4.610 0.376 1.634 -0.6 -0.5 -0.5
C 4.921 1.782 2.161 -0.3 -1.9 1.0
C 4.765 1.623 3.743 0.5 1.3 -0.8
O 5.332 2.805 4.352 -0.3 0.6 0.1
C 5.067 2.957 5.752 -1.0 -0.7 -0.7
N 6.251 2.131 1.736 0.5 0.6 0.7
H 4.406 0.189 0.580 0.1 0.9 -0.3
H 3.749 -0.098 2.106 0.0 0.1 0.4
H 5.475 -0.265 1.803 0.1 0.0 0.4
H 4.302 2.604 1.802 -0.6 -0.4 0.2
H 5.290 0.770 4.174 0.2 -0.4 -0.4
H 3.703 1.477 3.937 -0.2 0.3 0.4
H 5.729 2.314 6.331 -0.1 0.0 0.2
H 4.017 2.702 5.892 -0.1 -0.6 0.4
H 5.065 3.977 6.136 0.8 0.3 -0.6
H 6.482 2.763 2.489 0.8 0.9 -0.2
H 6.863 1.354 1.941 0.2 -0.4 -0.2
C -3.493 -2.335 -1.332 -0.8 0.1 0.0
C -4.815 -3.048 -1.648 1.0 0.0 1.6
C -6.032 -2.165 -1.431 0.0 -0.4 -1.1
O -6.292 -1.868 -0.090 0.3 0.9 0.3
C -7.116 -0.714 0.035 -0.3 -0.9 0.8
N -4.717 -3.506 -2.986 -0.5 -0.4 -1.7
H -2.649 -3.019 -1.427 -0.1 -0.1 0.1
H -3.570 -1.920 -0.327 0.2 0.0 0.0
H -3.359 -1.524 -2.047 0.1 0.1 0.0
H -4.898 -3.883 -0.951 -0.1 -0.1 0.4
H -6.868 -2.710 -1.870 -0.5 -0.1 -0.1
H -5.934 -1.263 -2.035 0.1 0.2 0.0
H -7.169 -0.455 1.093 0.4 0.1 0.1
H -8.144 -0.994 -0.195 -0.2 0.2 -0.6
H -6.784 0.155 -0.533 0.1 -0.1 -0.2
H -3.879 -4.038 -3.170 0.5 0.4 0.1
H -5.425 -4.167 -3.271 -0.6 0.1 0.2
C -2.141 2.697 2.398 0.4 0.3 -0.7
C -3.003 1.623 1.755 -2.2 1.3 -0.1
C -3.551 1.998 0.310 1.1 -0.4 1.4
O -3.831 0.774 -0.462 -0.5 1.7 0.7
C -4.292 1.168 -1.749 0.2 1.3 -0.2
N -2.429 0.347 1.712 0.6 -1.4 0.5
H -2.612 3.679 2.446 -0.4 0.0 0.0
H -1.242 2.873 1.807 0.2 -0.2 -0.1
H -1.832 2.435 3.410 -0.1 -0.2 -0.1
H -3.883 1.524 2.391 -0.3 0.1 0.2
H -2.736 2.623 -0.056 0.1 -0.3 -1.2
H -4.397 2.672 0.445 -0.5 -0.3 -0.4
H -4.862 2.091 -1.646 0.0 0.3 0.0
H -4.974 0.539 -2.322 0.4 -0.9 0.7
H -3.421 1.402 -2.361 0.0 0.0 -0.3
H -1.621 0.422 1.110 0.3 -0.3 0.0
H -3.134 -0.157 1.194 0.2 -0.9 0.0
C 0.101 5.324 -2.788 0.8 0.0 -0.3
C -0.080 5.514 -1.317 0.9 0.0 -0.1
C 1.285 5.507 -0.551 -0.6 0.7 1.5
O 2.024 4.305 -0.375 0.4 -0.8 -1.0
C 3.409 4.441 -0.067 0.5 1.2 0.2
N -0.720 6.858 -1.185 0.4 -0.7 0.4
H 0.748 6.123 -3.152 -0.3 0.4 -0.1
H -0.885 5.388 -3.248 0.2 -0.4 -0.5
H 0.689 4.433 -3.010 -0.6 -0.4 -0.1
H -0.761 4.743 -0.958 0.2 -0.3 0.4
H 0.989 5.778 0.462 0.1 0.5 0.4
H 1.923 6.317 -0.905 0.0 0.0 -0.4
H 4.027 3.543 -0.101 -0.9 -0.6 -0.1
H 3.610 4.917 0.893 -0.6 -0.2 0.7
H 3.996 5.123 -0.682 -0.5 0.3 -1.0
H -0.999 7.021 -0.228 0.2 0.0 0.4
H -1.607 6.741 -1.653 -0.2 0.3 -0.3
C 0.961 -2.282 -1.468 -0.2 1.1 0.6
C 0.467 -1.346 -0.284 -1.7 0.6 -1.9
C 0.001 0.150 -0.737 0.6 -1.5 -0.3
O -0.129 0.987 0.387 -0.1 0.5 -0.2
C 1.046 1.331 1.038 1.4 -0.1 0.5
N -0.648 -2.073 0.378 0.4 0.4 0.5
H 0.193 -2.434 -2.227 -0.5 -0.2 0.4
H 1.256 -3.227 -1.011 0.0 -0.1 -0.2
H 1.771 -1.921 -2.102 0.4 0.4 0.6
H 1.226 -1.212 0.487 0.2 -0.2 -0.3
H -0.956 0.258 -1.248 -0.5 -1.0 0.3
H 0.615 0.550 -1.544 1.0 0.3 0.4
H 1.578 0.484 1.470 -0.1 -0.4 0.0
H 0.857 1.969 1.902 -0.4 0.2 -0.3
H 1.766 1.811 0.375 -0.1 0.3 -0.2
H -0.840 -1.668 1.283 0.5 -0.1 0.6
H -1.559 -1.939 -0.037 0.2 -0.1 -0.9
C -2.957 -7.907 -6.689 -0.1 0.2 0.1
C -2.865 -6.959 -5.422 -1.0 -2.4 -1.8
C -3.314 -5.512 -5.698 1.3 -1.0 0.2
O -2.692 -4.675 -4.726 -0.8 0.3 0.1
C -1.296 -4.445 -4.787 0.2 0.2 -1.3
N -3.707 -7.592 -4.359 0.5 1.3 -0.2
H -2.807 -8.967 -6.481 0.6 0.1 0.7
H -2.222 -7.635 -7.447 0.1 0.2 0.0
H -3.920 -8.012 -7.189 -0.4 0.9 0.1
H -1.811 -7.041 -5.156 0.1 0.7 0.1
H -4.401 -5.426 -5.683 -0.1 0.1 0.9
H -3.126 -5.222 -6.732 0.8 0.2 -0.1
H -0.952 -4.337 -5.816 -0.2 -0.1 -0.5
H -0.648 -5.223 -4.383 -0.3 -0.1 0.6
H -1.060 -3.462 -4.380 -0.3 -0.2 0.6
H -3.869 -6.798 -3.756 -0.6 0.2 0.6
H -3.102 -8.148 -3.771 0.2 -0.5 0.0
C -0.176 6.338 5.654 0.0 -0.7 1.1
C -0.541 6.342 4.213 -0.1 0.6 -0.6
C 0.183 5.216 3.493 -0.8 0.3 -1.4
O 1.571 5.444 3.470 0.4 -0.1 0.0
C 2.346 4.248 3.515 -0.9 -0.2 0.3
N -2.012 6.410 3.974 0.9 -0.1 0.0
H -0.811 6.975 6.269 0.1 0.3 -0.1
H 0.876 6.571 5.818 0.0 0.0 0.0
H -0.360 5.320 5.998 0.1 -0.2 0.5
H -0.161 7.274 3.794 0.1 0.0 -0.3
H -0.190 5.217 2.469 0.0 0.0 -0.4
H -0.096 4.219 3.831 0.2 -0.2 0.7
H 2.055 3.487 2.790 -0.1 0.3 -0.8
H 2.076 3.741 4.441 0.7 0.0 0.6
H 3.408 4.461 3.392 -0.2 0.1 0.3
H -2.489 5.557 4.229 0.1 -0.4 0.1
H -2.306 7.077 4.673 -0.5 0.3 -0.1
C 1.304 1.557 6.641 0.1 -0.2 -1.2
C 0.408 1.369 5.363 0.8 -1.3 0.7
C 0.518 -0.061 4.732 0.5 0.9 1.7
O 1.895 -0.334 4.409 -0.5 -1.2 -0.6
C 2.102 -1.683 3.892 -0.9 0.0 -0.4
N -0.971 1.573 5.804 -0.4 0.2 -0.3
H 0.939 1.008 7.509 -0.5 0.1 -0.2
H 1.363 2.624 6.852 0.0 0.0 0.3
H 2.313 1.175 6.487 0.1 0.2 -0.3
H 0.686 2.069 4.576 0.3 0.2 0.0
H -0.237 -0.110 3.947 0.5 -0.3 -0.7
H 0.194 -0.735 5.524 -0.1 -0.4 0.0
H 1.809 -2.532 4.510 -0.1 0.4 1.1
H 3.127 -1.903 3.593 0.1 0.8 0.2
H 1.456 -1.901 3.041 0.0 0.6 -0.5
H -1.174 2.560 5.744 0.1 0.4 0.5
H -1.633 1.220 5.128 -0.1 -0.6 -0.3
C 3.471 -3.476 -4.500 0.6 0.1 0.1
C 4.458 -3.607 -5.640 0.3 0.1 -1.9
C 4.201 -2.578 -6.790 -0.4 0.9 1.9
O 4.898 -2.746 -7.973 0.6 -1.9 -1.3
C 4.460 -3.896 -8.713 -1.4 0.3 -0.3
N 5.849 -3.623 -5.230 0.5 -0.3 0.5
H 3.909 -3.904 -3.599 -0.1 -0.3 -0.1
H 2.567 -4.021 -4.773 -0.3 0.4 0.3
H 3.302 -2.430 -4.243 -0.4 0.1 -0.2
H 4.277 -4.564 -6.129 0.1 -0.4 0.3
H 4.527 -1.608 -6.415 0.1 0.2 0.1
H 3.135 -2.437 -6.968 -0.4 -0.4 -0.2
H 4.694 -3.819 -9.774 0.6 0.2 0.2
H 3.372 -3.959 -8.708 -0.5 0.6 0.0
H 4.637 -4.913 -8.363 1.2 0.1 0.5
H 6.478 -4.025 -5.910 -0.2 0.0 -0.2
H 6.241 -2.729 -4.971 -0.3 0.2 0.0
O -0.086 -4.877 1.061 0.2 -0.7 0.5
H 0.234 -5.485 0.394 0.1 -0.3 -0.2
H -0.085 -4.024 0.628 -0.4 1.0 -0.1
O -3.079 -4.660 1.799 -0.8 -0.2 0.0
H -2.445 -3.962 1.963 0.4 0.2 0.1
H -2.636 -5.459 2.087 0.3 -0.1 -0.1
O -1.531 -2.668 3.349 0.3 0.0 -0.1
H -2.156 -1.952 3.461 -0.3 0.5 -0.1
H -1.690 -3.244 4.097 0.0 -0.3 0.2
```
Positions in Å, forces in eV/Å.

LUMO energy (spin up / spin down): 2.0 / 1.9 eV
F_max: 0.061 Eh/bohr
Multiplicity: 2
Expectation value of S²: 0.7504
Relative energy (zero: lowest compared OMol25 entry of this formula, charge and spin): 0.0 kcal/mol
HOMO-LUMO gap (spin up / spin down): 0.051 / 0.321 Ha
Charge: -1

These are the Mulliken partial charges, in e, on atoms 1 to 6: C -1.52; C 2.37; C -0.71; O -0.47; C -0.58; N -0.90

***

Which of these has the highest F_max?
C36H105N9O12

***

Which of these has the lowest F_max?
C36H105Br2IN3O20S2